The following is a DFT calculation (ωB97M-V/def2-TZVPD) of a cluster of 2 separate species, C18H24FN4O7 in total at a distorted geometry.

## Properties
* charge: -1
* energy: -1545.33481 Ha
* 2S+1: 1

Geometry (Å):
C (-1.48, 6.28, 0.67)
N (2.74, 0.48, 0.23)
C (-2.19, -3.49, -2.75)
H (-0.98, 0.46, 2.17)
C (-3.33, -2.44, -2.14)
H (2.23, -4.50, 1.07)
C (2.25, -3.48, 0.45)
H (-3.39, -1.06, 2.10)
H (-4.63, -0.59, 0.75)
H (4.52, -3.57, 0.43)
C (3.66, -3.45, -0.39)
C (1.52, 0.43, 1.18)
H (1.92, 5.44, 0.30)
O (-2.36, 6.97, 0.07)
C (2.09, -0.13, -0.99)
H (2.17, -2.62, 1.27)
H (-1.80, -4.17, -1.87)
N (0.29, -0.17, 0.52)
H (-3.66, -3.26, 1.15)
H (-2.75, 1.14, 0.66)
O (-3.57, -1.27, -2.76)
C (3.18, -2.10, -2.37)
H (1.99, 0.16, 3.19)
N (0.64, -0.51, -0.78)
H (-1.28, -2.92, -3.25)
H (3.75, 0.11, -2.67)
C (0.84, 4.77, 1.96)
C (-1.02, -0.32, 1.26)
C (2.74, -0.49, -2.48)
H (-2.23, 0.02, -0.77)
O (0.21, 6.62, -1.06)
N (1.75, 0.90, 2.46)
H (2.14, -2.70, -2.31)
H (-2.19, -2.72, 0.11)
C (-1.60, 5.62, 1.84)
C (0.95, 5.42, 0.79)
C (-3.54, -1.00, 0.92)
C (-0.10, 6.15, 0.04)
H (2.00, -0.29, -3.37)
O (-4.11, -2.78, -0.91)
O (-0.92, 4.22, 3.57)
C (-2.36, 0.05, 0.40)
O (1.74, 4.14, 2.60)
H (-2.72, -4.16, -3.56)
C (-3.32, -2.51, 0.30)
H (3.83, -2.45, -3.29)
H (1.72, 1.92, 2.67)
O (3.94, -2.19, -1.08)
H (-1.04, -1.40, 1.76)
H (1.29, -3.51, -0.23)
H (-2.55, 5.65, 2.36)
C (-0.57, 4.81, 2.54)
H (3.74, -4.40, -1.07)
F (-0.13, -1.10, -1.72)